[1]
Molecular formula: C30H55FN2O7PSi
Method: DFT, ωB97M-V with the def2-TZVPD basis set

Computed properties:
LUMO level: -2.78 eV
Net charge: +1
Highest occupied orbital energy: -10.58 eV
DFT total energy: -2542.760056 Eh
Orbital gap: 7.802 eV

Atoms and positions in Å:
H 4.744 2.619 -2.196
H 7.582 -1.833 -0.804
H -5.324 -2.544 -0.106
H -5.466 -6.108 -6.030
C 8.173 3.810 -0.261
H -5.575 -4.254 -3.591
H -3.030 2.541 1.313
H 3.523 -1.717 2.280
H -5.624 -0.109 1.570
H 2.765 -3.391 1.931
C -5.197 -4.538 -4.577
C 2.856 -2.321 1.598
H 9.125 4.057 0.271
H -1.638 1.188 2.309
C 7.444 4.756 -1.120
H -3.346 1.819 -0.651
P -5.504 2.671 1.659
O -0.283 1.397 -1.751
C 6.214 4.313 -1.785
O -5.605 -6.880 -4.144
H -3.884 0.440 3.443
H 1.182 1.873 0.213
C -4.535 -0.386 1.538
H -1.997 -0.028 4.428
C -1.593 -0.477 3.472
H 2.936 -3.043 -0.530
C -1.678 -0.418 1.029
H 0.512 2.665 1.688
H 5.699 5.065 -2.434
H 6.728 0.258 1.842
H -3.556 -2.013 2.197
H -2.126 4.157 -0.986
H 4.668 -1.165 -2.264
H -5.382 -3.717 -5.273
O -5.436 4.349 1.514
H -4.729 0.031 -0.717
H -3.471 -2.707 -0.100
N -2.133 0.278 2.274
C 7.670 2.439 -0.110
C -4.374 -2.211 -2.047
H 1.196 3.694 0.383
C -2.599 -0.269 -0.230
H 0.270 -0.340 4.618
C -5.860 -5.816 -5.056
H -0.143 -2.596 2.888
H 4.894 0.059 1.792
H -0.390 4.458 -1.379
H 2.212 -0.811 -1.070
H 7.163 -0.950 -2.411
H -1.086 4.927 0.294
C 7.413 -0.854 -1.319
C -0.002 -0.449 3.533
H -3.503 2.662 3.035
H 1.343 -2.243 3.837
H -2.230 -1.037 -0.977
C -3.597 0.579 2.359
O -4.473 -1.692 2.175
C -2.509 1.127 -0.972
H 3.173 -0.081 0.283
C -4.146 -0.593 0.006
H -1.904 -1.553 3.482
C -4.353 -2.110 -0.472
C 6.431 1.996 -0.815
H 8.311 -0.170 -1.255
F -5.284 -1.390 -2.693
C 3.432 -2.251 0.108
C 5.868 -0.257 1.333
H 7.868 5.788 -1.228
O -3.642 -2.906 -2.662
H 0.795 -2.091 0.821
C 5.682 2.931 -1.664
H 1.459 -0.546 1.443
C 3.215 -0.836 -0.565
H -0.613 -0.120 0.837
C 4.387 -0.366 -1.519
H 4.524 -2.542 0.155
C -3.772 2.132 2.069
H 5.975 -1.376 1.429
C 0.592 2.760 0.559
H -2.726 0.920 -2.063
C -1.086 4.178 -0.539
O -5.911 2.111 0.144
H 8.219 1.707 0.543
H -6.943 -5.683 -5.147
H -5.726 2.803 -0.522
H -1.639 -1.524 1.275
C 1.428 -1.658 1.659
C 0.670 -1.822 3.046
O -6.502 2.286 2.683
H -4.602 4.524 1.022
H -5.964 -6.621 -3.287
H -4.120 -4.679 -4.477
C -1.089 1.783 -0.928
N -0.797 2.829 0.033
Si 5.953 0.151 -0.545
H 0.380 0.442 2.966
H 4.019 0.522 -2.112

Löwdin atomic charge list, values in e, 6 entries:
1 H 0.08
2 H 0.04
3 H 0.15
4 H 0.11
5 C -0.08
6 H 0.05

[2]
Molecular formula: C30H55N3O5S
Method: DFT, ωB97M-V with the def2-TZVPD basis set

Computed properties:
LUMO level (spin up / spin down): 0.67 / 0.35 eV
Highest occupied orbital energy (spin up / spin down): -7.91 / -8.20 eV
Multiplicity: 3
DFT total energy: -2114.604472 Eh
Orbital gap (spin up / spin down): 8.585 / 8.546 eV

Atoms and positions in Å:
C -1.664 2.612 -1.630
H -1.791 3.603 -2.066
C 3.978 -6.435 -0.269
C 1.993 1.338 0.841
H -5.240 7.542 2.549
C 0.468 -8.050 -2.247
C -0.189 2.379 -1.325
H -3.760 5.651 -0.154
H 2.042 0.686 1.713
H -4.714 6.126 4.861
H -0.344 5.305 4.803
H 3.282 0.574 -1.354
H 1.408 2.195 1.162
H -0.388 -8.145 -2.910
C 1.362 -0.884 0.008
H 2.615 1.992 -3.333
H 1.312 3.607 -0.254
C 0.622 2.382 -2.619
C 1.714 -7.707 -3.062
H -2.911 3.705 4.356
H -0.600 4.085 3.561
H -0.599 -7.588 -0.477
O -0.740 0.161 -1.177
C -4.961 5.029 3.005
C -4.349 7.286 1.974
H 5.364 -5.847 -2.382
C 0.243 3.572 -0.454
O 4.459 -2.752 0.153
C -0.707 5.145 3.788
C 4.330 -5.567 -2.574
H -4.997 3.968 2.738
H 3.348 -7.081 0.331
H 1.981 -0.070 -2.325
C -4.063 5.758 1.994
H -4.502 7.638 0.954
C 1.370 0.591 -0.371
H 4.075 -5.691 -3.620
C -4.429 5.244 0.605
H -2.717 4.888 5.634
H 2.951 -8.518 -1.485
H 3.006 1.685 0.629
O 3.856 -5.106 0.317
C -2.160 7.066 4.195
H 2.366 -1.182 0.311
O 6.113 -4.451 -0.425
H 1.067 -1.526 -0.822
H 4.811 -3.415 -2.695
H -0.403 -2.823 -2.770
H 0.205 1.646 -3.315
C 2.239 0.735 -1.629
C 2.095 2.061 -2.376
H 2.583 2.869 -1.824
H 1.801 -8.464 -3.839
H 0.523 3.357 -3.101
H -4.396 4.158 0.542
H -5.118 4.441 5.067
H 1.613 -6.770 -3.599
H -2.261 2.565 -0.717
H 5.007 -6.778 -0.223
H -3.156 7.493 4.293
C -1.641 -4.005 -1.332
C -1.461 -5.282 -0.860
H -3.525 7.881 2.355
C 3.018 -7.748 -2.252
H -2.059 1.884 -2.338
H 3.805 -8.059 -2.937
H -1.574 7.709 3.537
H -2.415 -3.304 -1.090
C 0.182 -7.130 -1.075
C 0.199 -4.870 -2.256
H -5.981 5.403 2.901
H -0.288 3.569 0.498
H 0.643 -9.041 -1.828
H 0.685 -1.077 0.841
C -0.576 -3.734 -2.234
H -0.069 5.708 3.105
O -2.239 4.386 1.761
H -0.004 4.504 -0.964
C 3.414 -6.384 -1.669
N -0.316 -5.812 -1.413
C -3.043 4.764 4.599
S 4.742 -4.026 -0.418
H 1.048 -7.071 -0.417
H -5.446 5.562 0.372
C -2.155 5.611 3.690
H 2.508 -5.790 -1.572
H -1.710 7.106 5.187
N -2.616 5.510 2.271
H -2.064 -5.838 -0.169
C 4.204 -4.099 -2.120
C -4.519 5.126 4.464
H 1.080 -5.005 -2.850
N -0.024 1.076 -0.611
H 3.156 -3.811 -2.142

Löwdin atomic charge list, values in e, 6 entries:
1 C -0.04
2 H 0.09
3 C -0.15
4 C -0.01
5 H 0.09
6 C -0.17

[3]
Molecular formula: C30H55N4O7
Method: DFT, ωB97M-V with the def2-TZVPD basis set

Computed properties:
LUMO level: -4.47 eV
Net charge: +1
Highest occupied orbital energy: -10.82 eV
DFT total energy: -1921.439083 Eh
Orbital gap: 6.354 eV

Atoms and positions in Å:
C 1.332 -1.204 -4.948
H 3.490 3.753 4.517
H -6.066 -2.997 -3.472
H 1.928 2.917 1.641
C -2.426 -0.773 -5.227
H -4.809 -3.540 -6.181
H -0.598 3.301 0.743
H -1.011 -1.728 3.893
C 2.710 5.491 3.525
H 4.658 -3.857 -4.719
H -3.915 -3.705 -4.624
C -1.553 1.793 -2.623
O -1.906 -4.281 0.562
H -6.911 -3.375 -5.005
H 2.125 5.671 6.014
H 3.633 4.322 7.971
C 1.767 3.540 7.317
H 1.382 -3.291 -5.388
H 1.293 3.258 6.370
H -0.534 -4.897 -0.812
O 0.019 -1.906 0.674
H 0.670 -3.900 5.011
H 3.742 3.220 6.589
C 3.554 4.839 4.630
C -0.343 -2.126 3.118
N -0.057 -0.739 -4.735
H 1.178 4.326 7.798
H 1.182 0.996 6.856
H 1.084 0.596 8.572
H -3.888 -4.099 0.945
C 1.201 4.395 0.310
H -4.052 -0.442 -6.525
C 0.956 1.400 7.849
H 0.658 -1.710 3.272
H 1.602 -0.988 -5.979
C 3.028 -2.867 -4.146
C -6.033 -3.570 -4.397
C 1.571 -2.650 -4.529
C -0.040 3.603 -0.146
C -1.422 0.679 -3.640
C -1.141 -3.340 -6.131
H 0.863 4.091 2.436
O 3.582 -2.161 -3.341
C -0.900 -3.957 -0.376
H 0.688 -3.830 1.092
C -3.637 -1.294 -5.982
H 4.606 5.080 4.474
C 0.343 2.425 -1.034
H 0.848 -5.112 3.725
C -3.220 -4.096 0.085
H 1.716 -3.575 3.596
H -0.990 -0.598 1.810
H 1.663 5.537 3.823
C -0.866 -1.683 1.768
C 3.127 5.238 6.057
H 3.789 6.018 6.433
C -1.098 -1.209 -5.415
O -1.419 -4.387 -5.799
C 2.910 4.760 2.176
H -1.568 1.617 -0.503
H 3.373 -4.820 -4.337
H -3.511 -4.906 -0.593
H -3.328 -3.130 -0.424
C 3.173 4.039 7.025
H 0.894 -2.993 -3.746
C 0.786 -4.045 3.933
H 1.057 -3.165 -0.485
H -0.085 1.736 7.884
H 1.942 -0.571 -4.306
C 0.271 -3.244 0.272
O -4.562 -1.804 -5.062
H -3.333 -2.017 -6.738
H 1.145 1.877 -0.537
N -0.793 -2.193 -6.403
H 0.683 2.841 -1.982
O -0.332 -3.537 3.232
N -0.206 0.226 -3.826
O 1.855 2.428 8.201
H 3.077 6.513 3.409
H -1.852 -2.105 1.568
H -1.303 -3.330 -1.182
H -2.606 2.001 -2.445
N 3.651 -3.955 -4.790
H -0.680 4.308 -0.686
H -5.988 -4.622 -4.118
H -1.140 2.688 -3.092
C -2.583 0.216 -4.292
H -0.506 0.420 -1.287
C -0.833 1.457 -1.290
H -3.561 0.624 -4.087
H 3.759 4.082 2.259
H 2.013 4.288 -0.411
C 1.663 3.977 1.706
H 3.167 5.512 1.429
C -4.755 -3.230 -5.137
H 0.952 5.458 0.365

Löwdin atomic charge list, values in e, 6 entries:
1 C -0.06
2 H 0.10
3 H 0.08
4 H 0.11
5 C -0.05
6 H 0.12

[4]
Molecular formula: C30H56BN3O5
Method: DFT, ωB97M-V with the def2-TZVPD basis set

Computed properties:
LUMO level (spin up / spin down): 0.63 / -0.31 eV
Highest occupied orbital energy (spin up / spin down): -8.28 / -8.28 eV
Multiplicity: 3
DFT total energy: -1741.717116 Eh
Orbital gap (spin up / spin down): 8.915 / 7.970 eV

Atoms and positions in Å:
C 4.896 -2.631 -2.086
H 1.409 -0.599 1.235
C 3.704 -1.536 2.217
H -4.980 -2.944 -5.028
H 3.433 -1.815 3.243
H 2.443 -3.951 2.546
C 2.714 -3.795 1.496
C 1.424 -1.666 1.459
H -5.419 -0.262 -0.393
H 4.767 -1.718 2.166
C 5.841 -2.275 0.106
C -6.187 -0.359 -2.657
H 1.898 -4.216 0.906
H -1.933 4.543 1.255
O -0.836 3.268 -2.372
C -1.255 -0.198 -3.114
H 0.270 3.929 0.280
B -1.622 2.054 -2.318
C -3.150 -3.958 -2.865
H -2.090 -0.652 -2.450
O -0.022 -0.140 -2.352
C -4.218 -2.749 -2.856
H 3.690 -4.781 -0.927
H -3.718 -2.237 -0.569
C 4.559 -2.812 -0.587
H 1.154 -1.791 2.511
C -2.431 1.729 -0.951
H 0.631 -2.146 0.878
H 4.783 -4.235 1.884
C -1.055 4.422 1.898
H -3.343 -4.693 -3.737
H -6.549 1.826 -2.815
C 4.423 -4.313 -0.259
H -0.615 5.416 2.009
H 5.885 -1.181 0.072
C -4.332 -1.967 -1.502
C -5.093 -2.336 -4.061
C -1.712 -3.271 -3.230
C -0.048 3.493 1.233
H 1.254 4.806 5.168
C 1.177 3.197 2.125
H -2.056 2.936 3.091
C 0.285 4.933 4.672
H 1.512 1.271 1.088
H -0.982 -4.120 -3.507
H -3.122 -4.506 -1.856
H 5.841 -3.128 -2.329
H -1.861 1.048 -0.220
N -1.662 1.168 -3.562
H 0.489 -0.977 -2.452
H 2.401 2.619 0.414
H -2.168 4.562 3.734
H -7.984 0.795 -3.390
C 2.126 4.416 2.244
H 3.082 4.120 2.688
H -2.560 2.739 -0.400
C 2.819 -2.283 1.188
H 3.852 -5.623 1.360
H 6.744 -2.646 -0.398
O 2.347 -2.346 -1.059
H 5.373 -4.827 -0.443
H -1.299 -2.791 -2.279
H -0.390 5.391 5.407
H -6.698 -0.802 -4.909
H -7.654 0.968 -1.516
H 5.965 -2.617 1.131
H -0.534 2.548 0.987
C -1.058 -1.246 -4.334
N 0.781 2.751 3.494
H 0.044 -1.575 -4.471
H -2.685 1.083 -3.751
H 2.937 1.892 1.933
C -0.276 3.574 4.174
C 2.056 2.180 1.354
C 4.000 -4.551 1.191
H -3.511 1.352 -1.126
H 0.365 5.690 3.895
H 0.089 2.992 -2.577
H 1.776 5.247 2.838
C -7.198 0.903 -2.560
C -1.482 3.856 3.253
C -5.350 -0.772 -1.406
C -6.084 -1.118 -4.006
O 0.299 1.484 3.377
H -1.456 3.582 6.013
H 3.587 -0.452 2.112
C -0.763 2.918 5.487
H 5.011 -1.572 -2.335
H 0.078 2.723 6.160
H 4.144 -3.062 -2.748
O -1.980 -2.355 -4.311
H 2.324 4.857 1.259
H -1.302 -0.644 -5.293
N 3.342 -2.027 -0.188
H -1.299 1.982 5.324

Löwdin atomic charge list, values in e, 6 entries:
1 C -0.05
2 H 0.05
3 C -0.03
4 H 0.10
5 H 0.10
6 H 0.12

[5]
Molecular formula: C30H56Cl2N6O7P2
Method: DFT, ωB97M-V with the def2-TZVPD basis set

Computed properties:
LUMO level: -1.21 eV
SMILES: [H]/N=C(\C)Cc1c(CC(N)(N)N)c(CCP(=O)(OCC)OCC)c([C@H](Cl)[C@H](C)Cl)c2c1C(=O)N([PH2]=N)C2=O.CCOCC.CCOCC
Highest occupied orbital energy: -8.84 eV
DFT total energy: -3634.705191 Eh
Orbital gap: 7.633 eV

Atoms and positions in Å:
H -3.861 -4.287 -0.525
H -3.872 -1.501 -10.208
C -3.014 -3.368 5.992
C -2.313 0.868 -8.697
H -6.082 -0.278 -8.476
C 4.191 1.213 -0.191
O 8.714 0.309 1.049
H -1.229 0.821 -8.826
C 8.412 0.525 -1.383
C 9.369 0.416 -0.209
H -4.914 0.672 -9.369
H -2.321 -0.405 -6.980
H -2.033 3.317 1.683
H -6.034 -0.508 5.739
C 8.556 -2.147 1.077
H 9.377 -2.225 1.796
H -1.361 1.151 -2.414
H -2.699 -0.186 -4.892
C 0.959 0.317 -1.175
C -6.160 0.547 6.194
O -1.519 1.296 5.666
C 3.470 2.650 -0.246
H -6.971 1.057 5.578
H -4.148 1.039 7.097
H -6.557 0.410 7.261
H -0.109 3.636 4.389
O -2.638 -0.949 6.341
C -0.528 -0.623 3.254
C -2.107 -0.405 3.431
N 4.192 3.750 -0.129
H -5.069 -2.398 -9.277
H -4.242 -1.684 5.100
H 1.754 2.846 -1.628
H 0.116 -0.103 4.040
H -3.983 -2.686 0.361
H -1.353 2.712 3.676
H 0.768 5.184 3.081
H -2.559 1.776 -8.138
H -1.441 -2.788 1.879
H -3.287 -4.025 6.882
H 1.425 3.678 -0.006
C -4.882 -1.454 -9.798
O -4.105 1.040 4.904
H -3.372 -4.283 1.238
O 0.470 -3.017 -2.453
H -2.277 -1.035 -2.703
H 6.999 -0.737 0.534
H 7.855 -2.967 1.252
C 1.146 1.380 -0.077
H 5.206 1.363 0.342
H 7.751 1.387 -1.258
C -0.030 -0.326 1.746
H 0.929 1.769 3.532
C 0.648 1.045 1.378
H -2.584 0.239 2.608
H -0.040 5.381 1.625
C -0.057 3.484 2.319
P -1.321 -0.071 -3.192
H -3.436 -3.848 5.032
H -5.579 -1.370 -10.637
O 2.140 0.949 -3.380
H 8.982 -2.280 0.081
C 7.851 -0.809 1.219
C 1.869 2.744 -0.482
H 3.627 0.449 0.464
H -0.928 3.747 0.454
C -5.055 -0.280 -8.848
H -2.532 -1.279 -8.484
H -2.620 -1.429 3.366
C -0.848 -2.860 0.894
H 7.779 -0.360 -1.478
Cl 0.559 -4.004 1.254
C 0.920 2.205 2.466
H -2.766 0.961 -9.686
N -0.810 3.600 3.637
O -4.212 -0.345 -7.707
N -1.088 3.173 1.291
H -0.340 -1.755 3.398
C -4.746 1.341 6.174
C 1.313 0.290 -2.727
H -1.968 -2.677 -1.146
H 2.011 2.542 2.272
H 8.967 0.642 -2.317
C -3.364 -3.641 0.295
C 0.299 -1.039 -0.771
H -4.449 -1.848 6.972
H 7.440 -0.734 2.229
H 9.979 1.322 -0.166
Cl -1.256 -5.072 -0.759
C -3.712 -1.906 6.087
H 10.065 -0.419 -0.344
H -1.882 -3.218 5.860
N -1.833 0.346 -4.668
C -2.811 -0.361 -7.956
H 4.324 0.775 -1.248
N 0.338 -0.744 -3.214
C -1.855 -3.379 -0.259
H 5.184 3.469 -0.014
H -5.013 2.451 6.290
C -0.215 -1.422 0.629
C 0.365 -1.816 -2.156
P -2.573 0.279 5.153
N 0.646 4.786 2.131

Löwdin atomic charge list, values in e, 6 entries:
1 H 0.08
2 H 0.06
3 C -0.07
4 C -0.08
5 H 0.12
6 C -0.05